41
Properties=species:S:1:pos:R:3 method="wB97M-V/def2-TZVPD" total_energy_ha=-1069.46639 gap_ev=9.00 homo_energy_ev=-7.02 lumo_energy_ev=1.98 relative_energy_kcal_mol=138.46 charge=-1
O -3.620 1.044 1.830
H -2.079 -0.648 -0.356
O -0.171 -1.106 -0.736
H -3.705 0.116 1.395
H -1.666 -1.921 -3.671
O -0.117 1.742 1.194
H -0.780 -2.848 -4.105
H 3.711 -3.160 1.441
O 3.212 -3.752 0.758
H -0.583 -2.793 1.669
H 2.289 -3.723 0.950
O -1.683 -3.228 1.804
H 5.291 -0.365 -0.941
H 1.291 -0.623 -0.754
O 2.298 -0.212 -0.856
H -2.401 -1.939 -0.164
H -2.335 3.152 0.100
O 4.684 -0.834 -0.360
H -2.015 -0.183 3.965
H 2.290 0.771 -0.860
O -1.497 -2.327 -4.444
H -0.362 1.063 0.522
H 0.279 -0.794 -2.058
O -2.518 0.539 4.327
H -2.982 0.674 3.460
H -0.993 1.811 1.695
O 1.948 4.026 2.493
H 1.486 4.358 1.772
H 1.817 3.215 2.627
O -2.821 4.046 -0.155
H 3.732 -0.716 -0.672
H 0.513 0.136 -3.327
O -3.021 -1.070 -0.115
H 3.020 2.022 -1.606
H -2.431 4.118 -1.120
O 0.320 -0.752 -3.188
H -1.892 -3.919 1.121
H -4.417 1.322 2.171
O 3.353 2.497 -2.327
H -0.160 -1.969 -0.439
H 2.712 2.233 -3.036